No. 1
C3H4O2 as an isolated structure at a distorted geometry, computed with wB97M-V/def2-TZVPD.

```
9
C3H4O2 wB97M-V/def2-TZVPD
O 1.4006 -1.0145 -0.2094
O 2.0230 1.1209 0.3103
C -0.6060 0.6212 0.1084
C -0.8087 -0.7203 -0.1549
C 1.3656 0.1847 0.0420
H -0.9312 -1.0905 -1.1626
H -0.7408 1.3450 -0.6844
H -0.9424 -1.4414 0.6387
H -0.7601 0.9949 1.1121
```

Summary:
Energy above the lowest of the compared OMol25 structures with the same formula, charge and spin (eV): 2.070
Largest force on an atom (eV/Å): 4.0
Net charge: 0
Total energy (a.u.): -267.11672
2S+1: 1
HOMO-LUMO gap (eV): 9.32
HOMO level (eV): -9.8



No. 2
C3H4O2S as an isolated structure at a distorted geometry, computed with wB97M-V/def2-TZVPD.

```
10
C3H4O2S wB97M-V/def2-TZVPD
S 2.7479 -0.2259 0.1029
O 0.9121 1.8219 -0.0498
O 0.0919 -1.5608 0.0012
C -0.0727 -0.2566 -0.1952
C 1.2116 0.6354 -0.0937
C -1.4397 0.2281 0.0886
H -1.5890 1.4031 -0.2577
H -1.9354 -0.8954 -0.4223
H -1.9779 0.2097 1.3767
H 2.0512 -1.3594 -0.5507
```

Summary:
Energy above the lowest of the compared OMol25 structures with the same formula, charge and spin (eV): 3.977
Largest force on an atom (eV/Å): 8.1
Net charge: 0
Total energy (a.u.): -665.23947
2S+1: 1
HOMO-LUMO gap (eV): 8.90
HOMO level (eV): -10.0



No. 3
C3H4O2S as an isolated structure at a distorted geometry, computed with wB97M-V/def2-TZVPD.

```
10
C3H4O2S wB97M-V/def2-TZVPD
S 0.3850 0.7699 -1.2023
O -1.0543 0.3278 1.8674
O -0.0828 2.1486 -0.9859
C -1.0008 -0.3903 -0.5678
C 1.1012 0.1061 0.3542
C -0.5950 -0.0513 0.8679
H -1.8560 0.1225 -0.7384
H -0.9837 -1.3495 -0.9980
H 1.7236 -0.7196 0.2503
H 1.5540 0.8549 0.8973
```

Summary:
Energy above the lowest of the compared OMol25 structures with the same formula, charge and spin (eV): 2.952
Largest force on an atom (eV/Å): 5.7
Net charge: 0
Total energy (a.u.): -665.27714
2S+1: 1
HOMO-LUMO gap (eV): 9.94
HOMO level (eV): -9.4



No. 4
One molecule with the formula C3H4O2S at a distorted geometry, computed with wB97M-V/def2-TZVPD.

```
10
C3H4O2S wB97M-V/def2-TZVPD
S 0.8267 0.5052 0.4922
O 2.0554 -0.0968 0.8380
O 0.6714 1.9113 0.4730
C 0.5107 0.0470 -1.3651
C -0.0083 -0.3796 -2.3607
C -0.6784 -0.2359 1.2004
H -0.6001 -0.6922 2.2310
H -0.5403 -0.8931 -3.1442
H -1.2970 0.6833 1.2235
H -0.9401 -0.8492 0.4121
```

Summary:
Energy above the lowest of the compared OMol25 structures with the same formula, charge and spin (eV): 3.986
Largest force on an atom (eV/Å): 3.4
Net charge: 0
Total energy (a.u.): -665.23916
2S+1: 1
HOMO-LUMO gap (eV): 11.46
Structure (SMILES): C#CS(C)(=O)=O
HOMO level (eV): -10.9



No. 5
One molecule with the formula C3H4O2S at a distorted geometry, computed with wB97M-V/def2-TZVPD.

```
10
C3H4O2S wB97M-V/def2-TZVPD
S 2.2363 0.0444 0.2484
O 2.6103 -1.2709 -0.2751
O 3.0573 1.1394 -0.2094
C -2.1226 -0.0504 -0.0713
C 0.4055 0.4393 -0.0024
C -0.7480 -0.3711 0.0576
H -0.6294 -1.3903 0.0233
H -2.5051 0.9923 0.0131
H -2.6030 -1.0175 -0.1926
H 0.2988 1.4848 0.4083
```

Summary:
Energy above the lowest of the compared OMol25 structures with the same formula, charge and spin (eV): 4.365
Largest force on an atom (eV/Å): 3.2
Net charge: 0
Total energy (a.u.): -665.22521
2S+1: 1
HOMO-LUMO gap (alpha / beta) (eV): 7.52 / 7.30
Structure (SMILES): C=CC=S(=O)=O
HOMO level (alpha / beta) (eV): -9.4 / -9.3



No. 6
One molecule with the formula C3H4O2S2 at a distorted geometry, computed with wB97M-V/def2-TZVPD.

```
11
C3H4O2S2 wB97M-V/def2-TZVPD
S 0.2224 3.1490 0.0732
S 0.6788 -2.7821 -0.0584
O -0.7759 0.9276 -0.7933
O 1.4559 -0.2040 0.0637
C 0.4999 -1.1636 0.0042
C -0.9078 -0.5354 -0.2871
C -0.2266 1.6737 0.1242
H 2.4351 -0.6062 0.1486
H -1.5299 -1.3084 -0.8660
H -0.3076 1.1912 1.0796
H -1.5441 -0.3419 0.5113
```

Summary:
Energy above the lowest of the compared OMol25 structures with the same formula, charge and spin (eV): 2.227
Largest force on an atom (eV/Å): 3.7
Net charge: 0
Total energy (a.u.): -1063.48227
2S+1: 1
HOMO-LUMO gap (eV): 8.33
Structure (SMILES): OC(=S)COC=S
HOMO level (eV): -8.8